Below is a molecular structure, C21H43BO2OsP2, with properties calculated with ωB97M-V/def2-TZVPD.

Each line ends with the natural charge from an NBO analysis.
Cartesian coordinates (Å):
P -1.3228 2.0559 -3.2518  1.2584
P -0.1895 -1.1000 -3.5113  0.9061
C -0.8891 1.2758 -4.9043  -0.7290
C -1.0484 -0.2452 -4.9353  -0.7285
H 0.1472 1.5763 -5.1350  0.2452
H -1.5505 1.7459 -5.6495  0.2699
H -2.1114 -0.5427 -4.9178  0.2399
H -0.5959 -0.6553 -5.8526  0.2650
C 1.5070 -1.0332 -4.2535  -0.9534
H 2.2008 -1.5779 -3.6012  0.2505
H 1.8444 0.0082 -4.3348  0.2357
H 1.5006 -1.4975 -5.2465  0.2547
C -0.6452 -2.8102 -3.9604  -0.9514
H -0.2342 -3.0138 -4.9598  0.2549
H -1.7392 -2.9216 -3.9666  0.2525
H -0.2106 -3.5001 -3.2257  0.2540
C -1.1498 3.7926 -3.7946  -0.9764
H -1.4568 4.4627 -2.9827  0.2639
H -1.7884 3.9447 -4.6766  0.2729
H -0.0997 3.9941 -4.0512  0.2643
C -3.1425 1.8256 -3.4131  -0.9775
H -3.4137 0.7627 -3.3946  0.2526
H -3.4648 2.2652 -4.3657  0.2700
H -3.6465 2.3231 -2.5765  0.2592
Os -0.2094 0.5074 1.1241  1.0585
C -0.1726 -1.4638 -0.0466  -0.1974
C 1.0308 -0.7427 -0.2650  -0.2662
C 1.4859 0.2902 -1.2453  -0.4915
C 0.8867 1.7217 -1.2262  -0.4398
C -0.4218 1.9323 -0.5112  -0.3159
C -1.6094 1.1238 -0.4063  -0.3630
C -2.0389 -0.0922 -1.1710  -0.4826
C -1.5365 -1.4684 -0.6676  -0.4643
C -1.0024 1.5945 2.5930  -0.9300
H -0.0323 -2.3352 0.6090  0.2768
H 1.8845 -1.2141 0.2460  0.2794
H 1.4114 -0.0794 -2.2820  0.2710
H 2.5808 0.4034 -1.1247  0.2644
H 1.6479 2.4014 -0.7958  0.2634
H 0.8048 2.0964 -2.2741  0.2262
H -0.6101 2.9811 -0.2482  0.2654
H -2.4534 1.7019 -0.0093  0.2630
H -1.7477 -0.0182 -2.2392  0.2270
H -3.1413 -0.1001 -1.2072  0.2515
H -2.2663 -1.8185 0.0907  0.2601
H -1.6084 -2.2113 -1.4830  0.2675
H -1.5524 0.9393 3.2884  0.2755
H -1.6952 2.3153 2.1428  0.2386
H -0.2196 2.1319 3.1507  0.2859
C 1.9397 -2.8109 4.3257  -0.6367
C 1.0215 -1.6220 4.6237  0.2332
C 0.1704 -1.9878 5.8277  -0.6299
O 0.1635 -1.4190 3.4863  -0.7341
B 0.6896 -0.3236 2.7678  0.8436
O 1.8128 0.2422 3.4042  -0.7348
C 1.8101 -0.2629 4.7479  0.2480
C 1.1117 0.7495 5.6599  -0.6441
C 3.2541 -0.3951 5.1934  -0.6312
H 2.6220 -2.6142 3.4816  0.2071
H 1.3289 -3.6993 4.1077  0.2279
H 2.5469 -3.0587 5.2086  0.2343
H -0.3624 -2.9300 5.6333  0.2317
H 0.8204 -2.1592 6.6984  0.2296
H -0.5514 -1.1966 6.0796  0.2214
H 1.1942 0.4244 6.7063  0.2386
H 1.6225 1.7194 5.5866  0.2301
H 0.0431 0.8781 5.4169  0.2052
H 3.8232 -1.0660 4.5338  0.2232
H 3.7216 0.5946 5.2130  0.2313
H 3.3015 -0.7951 6.2168  0.2286

Summary:
frontier orbital gap (alpha / beta) = 7.9 / 5.0 eV
⟨S²⟩ = 6.023
energy above the lowest of the compared OMol25 structures with the same formula, charge and spin = 0.0000 eV
net charge = +2
multiplicity = 5
E_HOMO (alpha / beta) = -14.63 / -14.62 eV
largest force on an atom = 3.99 eV Å⁻¹


Below is a molecular structure, C21H43ClFNO11Si2, with properties calculated with ωB97M-V/def2-TZVPD.

Each line ends with the Löwdin charge.
Cartesian coordinates (Å):
C -0.9167 -4.5641 3.1059  -0.1146
C -0.0838 -4.1256 1.9023  -0.3556
C 0.5167 -2.7249 2.0460  -0.7779
Cl -0.7340 -1.4633 1.7613  0.6126
Si 2.0290 -2.4537 0.9367  0.5306
O 1.8739 -1.1472 -0.0580  -0.4487
Si 2.3288 0.3968 0.2659  0.6076
C 1.0076 1.5585 -0.5004  -0.4564
O 1.2714 2.4146 -1.2918  0.0919
N -0.3721 1.4319 -0.0270  0.1310
C -1.1978 0.6153 -0.7387  -0.5993
O -0.9320 -0.1395 -1.6090  0.1511
F -2.4603 0.7266 -0.2455  0.0778
H -0.2864 -5.0008 3.8853  0.0769
H -1.4327 -3.7033 3.5421  0.0598
H -1.6873 -5.2862 2.8356  0.0661
H -0.6977 -4.1335 0.9951  0.1042
H 0.7391 -4.8318 1.7317  0.0910
H 0.8234 -2.5810 3.0878  0.0690
H 2.2097 -3.6467 0.0871  -0.0080
H 3.2237 -2.2590 1.7878  -0.0079
H 2.3799 0.6493 1.7205  0.0033
H 3.6049 0.7388 -0.3702  0.0022
H -0.7715 2.2969 0.3162  0.1374
O -1.2017 3.9458 3.0339  0.1070
C -2.3007 3.8982 2.5518  -0.5269
O -2.9324 5.0630 2.2839  -0.0020
C -4.1874 5.1273 1.5948  -0.2359
C -5.3643 4.9272 2.5255  -0.0631
C -2.9973 2.5869 2.2760  0.0080
H -4.2046 4.4242 0.7614  0.1097
H -4.2031 6.1296 1.1699  0.1234
H -5.3619 3.9309 2.9679  0.0680
H -6.2988 5.0545 1.9780  0.0817
H -5.3318 5.6593 3.3319  0.0842
H -3.5267 2.2769 3.1776  0.0989
H -2.2385 1.8368 2.0668  0.0658
H -3.7064 2.6140 1.4539  0.0698
O 5.9348 1.9353 0.4900  0.0761
C 5.9162 2.5395 -0.5524  -0.5459
O 5.9010 1.8339 -1.6972  -0.0096
C 5.6923 2.4351 -2.9892  -0.2240
C 6.9795 2.9343 -3.6030  -0.0565
C 5.9547 4.0493 -0.5987  0.0146
H 4.9339 3.2153 -2.9196  0.1142
H 5.2785 1.6315 -3.5897  0.0891
H 7.4306 3.7345 -3.0126  0.0678
H 6.7839 3.3136 -4.6062  0.0840
H 7.6942 2.1155 -3.6794  0.0855
H 6.9991 4.3625 -0.5592  0.0951
H 5.4553 4.4208 0.2917  0.0894
H 5.4990 4.4857 -1.4814  0.0687
O 5.6141 -0.2001 -5.2307  0.0987
C 4.4901 -0.6121 -5.1094  -0.5220
O 3.5398 0.2632 -4.7218  -0.0126
C 2.1553 -0.0895 -4.5692  -0.2091
C 1.8782 -0.6891 -3.2105  -0.0554
C 4.1407 -2.0674 -5.2976  0.0175
H 1.8341 -0.7416 -5.3817  0.1103
H 1.6281 0.8563 -4.6845  0.1266
H 2.4096 -1.6313 -3.0677  0.0806
H 0.8115 -0.8726 -3.0866  0.0744
H 2.1952 0.0019 -2.4322  0.0374
H 4.3291 -2.5795 -4.3534  0.0970
H 4.8132 -2.4762 -6.0467  0.0909
H 3.1122 -2.2533 -5.5910  0.0707
O -4.1500 -4.9116 3.8805  0.1008
C -5.1168 -4.3492 3.4442  -0.5190
O -5.6390 -4.7883 2.2778  -0.0016
C -6.8491 -4.2609 1.7205  -0.2374
C -6.6060 -3.0043 0.9122  -0.0630
C -5.7085 -3.1354 4.1228  0.0147
H -7.5951 -4.1067 2.5007  0.1096
H -7.2154 -5.0615 1.0799  0.1227
H -6.2297 -2.1920 1.5343  0.0674
H -7.5353 -2.6744 0.4463  0.0812
H -5.8747 -3.1989 0.1281  0.0846
H -5.1567 -2.2599 3.7779  0.0942
H -5.5428 -3.2408 5.1913  0.0910
H -6.7653 -2.9746 3.9336  0.0688

Summary:
frontier orbital gap = 10.0 eV
net charge = 0
multiplicity = 1
E_HOMO = -9.90 eV
largest force on an atom = 0.71 eV Å⁻¹